Entry 1:
{"formula": "C3H5FOS", "method": "the ωB97M-V functional and the def2-TZVPD basis", "elements": ["C", "C", "C", "H", "H", "H", "H", "H", "O", "F", "S"], "positions_angstrom": [[1.35942, 0.14900, -0.15161], [-0.02637, 0.52584, 0.41295], [-1.19930, 0.09387, -0.41598], [0.70010, -1.83487, 0.64128], [-0.10435, 1.64028, 0.44225], [-0.15409, 0.24322, 1.48501], [-1.03995, 0.44803, -1.39214], [-2.07901, 0.56418, -0.00852], [2.09984, 1.01290, -0.51555], [-1.30085, -1.32602, -0.35366], [1.74455, -1.51642, -0.14404]], "lumo_energy_ev": 0.66, "e_above_lowest_kcal_mol": 2.05, "orbital_gap_ha": 0.39373}

---

Entry 2:
{"formula": "C2H3Br", "method": "the ωB97M-V functional and the def2-TZVPD basis", "elements": ["C", "C", "Br", "H", "H", "H"], "positions_angstrom": [[0.71821, 0.40300, 0.06263], [0.05039, -0.70560, 0.11161], [-2.57761, 0.04462, 0.06244], [1.72160, 0.45647, -0.20124], [0.36526, 1.44184, 0.02922], [-0.27785, -1.64033, -0.06465]], "lumo_energy_ev": [-1.70, -1.70], "e_above_lowest_kcal_mol": 54.92, "orbital_gap_ha": [0.28285, 0.28289]}

---

Entry 3:
{"formula": "C2H4ClNOS", "method": "the ωB97M-V functional and the def2-TZVPD basis", "elements": ["C", "C", "N", "O", "S", "Cl", "H", "H", "H", "H"], "positions_angstrom": [[-1.47829, 0.97033, -0.54399], [0.42325, -0.40952, 0.27273], [-0.86866, -0.09493, -0.10216], [-0.82593, 1.90456, -0.99583], [-2.28366, -1.33567, 2.64043], [-0.40975, -1.93327, 2.78799], [-2.52315, 0.81835, -0.44094], [1.00360, 0.46246, 0.28869], [0.28211, -1.04269, 1.13384], [0.76381, -1.08051, -0.60214]], "lumo_energy_ev": [-3.81, -3.79], "e_above_lowest_kcal_mol": 119.69, "orbital_gap_ha": [0.19653, 0.19793]}

---

Entry 4:
{"formula": "C42H57Cl2F9O14S6", "method": "the ωB97M-V functional and the def2-TZVPD basis", "elements": ["C", "C", "C", "C", "C", "C", "C", "C", "C", "C", "C", "C", "C", "S", "O", "O", "C", "F", "F", "C", "F", "F", "C", "F", "F", "C", "F", "F", "F", "C", "C", "C", "C", "Cl", "C", "C", "Cl", "C", "O", "C", "C", "S", "C", "C", "S", "C", "C", "O", "C", "C", "C", "O", "H", "H", "H", "H", "H", "H", "H", "H", "H", "H", "H", "H", "H", "H", "H", "H", "H", "H", "H", "H", "H", "H", "H", "H", "H", "H", "H", "H", "H", "H", "H", "H", "H", "O", "S", "O", "O", "C", "C", "C", "H", "H", "H", "H", "H", "H", "H", "H", "O", "S", "O", "O", "C", "C", "C", "H", "H", "H", "H", "H", "H", "H", "H", "O", "S", "O", "O", "C", "C", "C", "H", "H", "H", "H", "H", "H", "H", "H"], "positions_angstrom": [[-9.20658, -1.16510, -1.95109], [-8.06887, -1.05722, -0.93625], [-6.74299, -0.56585, -1.55302], [-5.51693, -1.42351, -1.18353], [-4.23876, -0.60243, -0.95918], [-2.96576, -1.33196, -1.39410], [-1.71835, -0.43502, -1.40648], [-0.83031, -0.63075, -0.17706], [-0.04593, -1.94849, -0.22417], [1.24047, -1.82259, -1.04608], [2.33170, -1.06540, -0.34333], [2.76514, -1.49060, 0.90370], [3.75496, -0.82162, 1.60179], [4.07332, -1.52722, 3.19099], [4.54492, -0.53821, 4.10197], [2.96972, -2.37790, 3.53398], [5.44445, -2.72039, 2.78460], [6.39400, -2.08034, 2.09905], [4.91005, -3.66237, 1.98553], [6.03594, -3.42003, 4.04733], [6.12011, -2.56191, 5.07697], [5.18725, -4.40784, 4.37935], [7.44721, -4.06137, 3.82842], [7.55764, -5.10487, 4.67575], [7.54016, -4.52038, 2.56853], [8.66616, -3.13626, 4.12711], [8.54453, -1.95208, 3.53225], [9.77055, -3.73513, 3.67700], [8.78491, -2.94983, 5.44146], [4.37373, 0.32138, 1.06855], [3.95410, 0.71796, -0.19517], [2.95765, 0.04306, -0.90280], [2.56278, 0.53805, -2.24444], [1.32601, 1.74470, -2.25160], [3.12031, 0.17161, -3.39254], [2.80054, 0.73922, -4.73851], [4.37038, -1.02123, -3.35298], [4.65618, 1.88490, -0.79373], [4.95476, 1.92664, -1.96310], [5.00926, 2.97402, 0.15148], [4.97447, 4.30884, -0.24288], [4.37577, 4.83265, -1.83596], [5.43565, 5.25985, 0.64795], [5.93734, 4.90761, 1.88951], [6.57125, 6.27578, 2.83618], [5.98088, 3.57374, 2.30411], [6.61230, 3.22053, 3.62583], [5.79506, 2.36433, 4.37433], [6.53730, 1.64116, 5.33435], [5.47011, 2.60796, 1.42006], [5.50792, 1.12063, 1.69006], [6.44956, 0.57650, 2.20271], [-10.05003, -1.71949, -1.53544], [-9.58568, -0.18314, -2.23611], [-8.88404, -1.68567, -2.85322], [-8.37840, -0.35875, -0.15744], [-7.92644, -2.03793, -0.47958], [-6.57462, 0.47044, -1.25479], [-6.86121, -0.55282, -2.63872], [-5.76011, -1.98604, -0.28609], [-5.34106, -2.13617, -1.99042], [-4.30391, 0.34761, -1.49415], [-4.16702, -0.37393, 0.10759], [-3.14828, -1.75531, -2.38436], [-2.80686, -2.17664, -0.71841], [-2.04395, 0.60758, -1.42657], [-1.13971, -0.59714, -2.31783], [-1.44844, -0.57973, 0.71985], [-0.11411, 0.19440, -0.13306], [-0.66733, -2.70580, -0.70957], [0.15470, -2.32585, 0.77843], [1.00888, -1.33666, -1.99287], [1.60506, -2.82054, -1.30200], [2.30879, -2.35097, 1.37008], [1.72711, 0.78879, -4.90284], [3.20230, 1.75426, -4.80362], [3.28095, 0.15820, -5.51953], [3.30087, 5.46992, -1.35876], [5.40165, 6.30017, 0.35748], [5.95063, 6.00234, 3.98743], [7.59967, 2.78234, 3.43305], [6.79182, 4.13126, 4.19900], [7.11216, 0.84149, 4.85938], [7.22351, 2.29714, 5.87987], [5.83666, 1.19864, 6.03314], [-8.04146, -5.95860, -0.52295], [-7.08410, -5.47496, 0.42449], [-6.18196, -4.43296, 0.04012], [-6.26420, -6.70708, 0.99709], [-5.63881, -7.59645, 0.04054], [-4.39930, -7.00456, -0.59666], [-7.88703, -5.01849, 1.91985], [-6.38014, -7.88665, -0.70509], [-5.38955, -8.47818, 0.62654], [-4.63997, -6.14656, -1.22185], [-3.91922, -7.76032, -1.21872], [-3.69503, -6.67641, 0.16755], [-8.55548, -5.81990, 2.22079], [-8.44630, -4.11065, 1.70315], [-7.13121, -4.82550, 2.67599], [-8.83319, 1.62937, 3.38818], [-10.07158, 1.77735, 2.68608], [-10.07821, 1.76137, 1.25572], [-10.80207, 3.08483, 3.20987], [-10.05262, 4.32417, 3.19194], [-9.90240, 4.90681, 1.80278], [-11.24471, 0.60961, 3.27916], [-9.08623, 4.15598, 3.66898], [-10.63042, 4.98867, 3.83036], [-9.28897, 4.27266, 1.16548], [-9.42791, 5.88580, 1.87331], [-10.87613, 5.01958, 1.32681], [-11.25377, 0.63760, 4.36486], [-10.91724, -0.36403, 2.92171], [-12.21940, 0.85533, 2.86725], [5.03643, 5.51412, -5.65595], [5.22154, 4.46851, -6.61547], [4.28051, 3.39087, -6.66738], [6.69265, 3.89388, -6.47188], [7.11738, 3.47038, -5.15083], [6.47780, 2.16983, -4.72360], [5.40331, 5.15095, -8.22553], [6.90903, 4.27360, -4.44227], [8.19730, 3.37132, -5.23612], [5.40425, 2.28665, -4.59332], [6.89261, 1.84494, -3.77041], [6.64544, 1.39253, -5.47006], [6.13251, 5.95484, -8.18698], [4.42576, 5.53190, -8.51223], [5.71646, 4.36263, -8.90416]], "lumo_energy_ev": -0.88, "orbital_gap_ha": 0.29802}

---

Entry 5:
{"formula": "C7H8BBrO2", "method": "the ωB97M-V functional and the def2-TZVPD basis", "elements": ["B", "C", "C", "C", "C", "C", "C", "C", "O", "O", "Br", "H", "H", "H", "H", "H", "H", "H", "H"], "positions_angstrom": [[1.91356, 1.43426, 0.35918], [-2.16689, -1.28320, -0.39523], [-1.84409, -0.66170, 0.86183], [-1.11288, -1.61328, -1.16426], [-0.58839, -0.39097, 1.27176], [0.20078, -1.36902, -0.72917], [0.48393, -0.65959, 0.36374], [1.83507, -0.17362, 0.68249], [2.89195, 2.10089, 0.98850], [0.98568, 1.89781, -0.48927], [3.19816, -1.01665, -0.31990], [-3.14234, -1.34231, -0.91629], [-2.62685, -0.49709, 1.59067], [-1.46236, -1.88561, -2.12639], [-0.49536, 0.11002, 2.17622], [0.89036, -1.81311, -1.51224], [1.90756, -0.34472, 1.76382], [3.07266, 3.11239, 0.89820], [0.64446, 2.77281, -0.78456]], "lumo_energy_ev": 0.15, "e_above_lowest_kcal_mol": 35.73, "orbital_gap_ha": 0.32977}